No. 1
{"formula": "C5H6N", "method": "the ωB97M-V functional and the def2-TZVPD basis", "species": ["C", "C", "C", "C", "C", "N", "H", "H", "H", "H", "H", "H"], "coordinates": [[-1.363, 0.260, 0.063], [-0.306, -1.220, -0.150], [1.006, -0.467, 0.121], [-0.463, 1.346, 0.057], [0.806, 0.976, 0.001], [-2.422, -0.283, -0.048], [-0.720, -1.879, 0.690], [-0.564, -1.499, -1.191], [1.352, -0.558, 1.113], [1.715, -0.807, -0.596], [-0.759, 2.410, -0.146], [1.718, 1.721, 0.087]], "charge": 1, "gap_ha": 0.30803, "homo_energy_ha": -0.576, "relative_energy_kcal_mol": 96.3}

=====

No. 2
{"formula": "C5H6N", "method": "the ωB97M-V functional and the def2-TZVPD basis", "species": ["C", "C", "C", "C", "C", "N", "H", "H", "H", "H", "H", "H"], "coordinates": [[0.775, -1.152, 0.359], [1.028, -0.432, -0.870], [1.698, 0.362, 0.393], [0.460, 0.827, -0.269], [-1.672, -0.539, -0.089], [-0.306, -0.246, 0.168], [1.641, 0.190, 1.476], [2.703, 0.642, 0.083], [-0.239, 2.188, -0.788], [-1.978, -1.390, 0.520], [-2.275, 0.339, 0.157], [-1.834, -0.790, -1.142]], "spin_multiplicity": 3, "charge": 1, "gap_ha": [0.29065, 0.25275], "homo_energy_ha": [-0.462, -0.573], "s_squared": 2.01, "relative_energy_kcal_mol": 212.7}

=====

No. 3
{"formula": "C5H6N2", "method": "the ωB97M-V functional and the def2-TZVPD basis", "species": ["C", "C", "C", "N", "C", "C", "N", "H", "H", "H", "H", "H", "H"], "coordinates": [[-1.208, -0.465, -0.086], [-1.329, 1.040, 0.247], [0.151, 0.831, 0.422], [1.204, 1.183, -0.246], [1.920, -0.014, -0.349], [1.241, -1.060, 0.193], [0.065, -0.532, 0.725], [-0.895, -0.608, -1.127], [-1.985, -1.175, 0.195], [-1.628, 1.725, -0.545], [-1.883, 1.226, 1.170], [2.861, -0.041, -0.882], [1.485, -2.109, 0.283]], "gap_ha": 0.36532, "homo_energy_ha": -0.328, "relative_energy_kcal_mol": 42.5}